#1
# CH4FNP2

A 2-piece molecular cluster, CH4FNP2 overall (ωB97M-V with the def2-TZVPD basis set, the Open Molecules 2025 dataset).

The net charge is 0. For the LUMO energy (spin up / spin down), the calculation gives -1.2 / -1.0 eV.

Cartesian coordinates (Å):
C: -1.248 0.404 1.442
N: -0.704 0.737 2.506
F: -2.532 0.400 1.144
P: 1.238 -0.592 -0.531
P: -0.453 -0.326 -1.850
H: 0.227 0.987 2.472
H: 1.167 -1.944 -0.882
H: 2.254 -0.371 -1.589
H: 0.052 0.706 -2.712

Results of the Löwdin charge analysis, in e, for atoms 1 through 5: C -0.2998; N 0.1449; F 0.0420; P 0.3211; P 0.3410

#2
# CH4FNP2

A 2-piece molecular cluster, CH4FNP2 overall (ωB97M-V with the def2-TZVPD basis set, the Open Molecules 2025 dataset).

The net charge is 0. For the LUMO energy, the calculation gives -1.3 eV.

Cartesian coordinates (Å):
C: -1.201 -0.386 0.088
N: -2.755 1.001 0.414
F: -1.477 -1.624 -0.028
P: 1.970 -0.761 0.413
P: 0.306 0.246 -0.523
H: -2.353 1.906 0.170
H: 2.172 -1.874 -0.576
H: 2.828 0.149 -0.295
H: 0.509 1.344 0.337

Results of the Löwdin charge analysis, in e, for atoms 1 through 5: C -0.5240; N -0.0426; F 0.0451; P 0.4519; P 0.5563

Top of the stability list: #1, leading by 3.155 eV.

#1
# C2H8S2

A 2-piece molecular cluster, C2H8S2 overall (ωB97M-V with the def2-TZVPD basis set, the Open Molecules 2025 dataset).

The net charge is 0. For the LUMO energy, the calculation gives 0.8 eV. Its SMILES is CCS.S.

Cartesian coordinates (Å):
C: 0.508 -1.189 1.459
C: 1.063 -1.123 0.054
S: 1.569 0.552 -0.471
H: 1.216 -0.800 2.191
H: -0.429 -0.642 1.552
H: 0.292 -2.232 1.716
H: 0.310 -1.420 -0.680
H: 1.915 -1.786 -0.075
H: 2.383 0.765 0.571
S: -2.255 0.678 -0.318
H: -2.529 -0.598 -0.009
H: -3.516 0.921 -0.628

Results of the Löwdin charge analysis, in e, for atoms 1 through 5: C -0.1891; C -0.6368; S 0.6525; H 0.0661; H 0.0322

#2
# C2H8S2

A 2-piece molecular cluster, C2H8S2 overall (ωB97M-V with the def2-TZVPD basis set, the Open Molecules 2025 dataset).

The net charge is 0. For the LUMO energy, the calculation gives 0.5 eV. Its SMILES is CSS.C.

Cartesian coordinates (Å):
C: 1.566 -0.006 -0.055
S: 2.940 1.233 0.040
S: 4.527 0.180 0.877
H: 1.926 -1.081 0.007
H: 1.028 -0.190 0.870
H: 1.116 0.168 -1.065
H: 4.009 0.254 2.132
C: -3.430 -0.117 -0.574
H: -3.941 0.633 0.014
H: -4.144 -0.806 -1.042
H: -2.795 0.375 -1.344
H: -2.802 -0.644 0.140

Results of the Löwdin charge analysis, in e, for atoms 1 through 5: C -0.4879; S 0.3187; S 0.2683; H 0.0401; H 0.0195

Top of the stability list: #1, leading by 0.468 eV.